The following is a DFT calculation (the ωB97M-V functional and the def2-TZVPD basis) of 2 unconnected molecules or ions with the total composition C7H14N2Si in a non-equilibrium geometry.

Output
- electronic energy (a.u.) = -674.01144
- charge = 0
- energy relative to the best compared isomer or geometry (same formula, charge and spin) (kcal/mol) = 101.55
- frontier orbital gap (eV) = 8.039
- LUMO level (eV) = 0.31

The geometry in XYZ format:
```
24
Properties=species:S:1:pos:R:3:lowdin_charge:R:1
C 0.407 -0.736 -0.532 -0.379
C 1.568 -0.180 0.006 -0.203
C 0.139 1.345 -0.404 -0.234
C 0.167 -2.166 -0.535 -0.041
C 2.901 -0.791 0.431 -0.017
C 2.284 2.356 0.251 0.012
C -4.555 -0.021 -0.185 -0.418
N -0.482 0.228 -0.761 0.076
N 1.362 1.207 0.118 -0.076
Si -3.151 0.431 1.036 0.654
H -0.913 -2.324 -0.349 0.086
H 0.500 -2.471 -1.542 0.089
H 0.805 -2.781 0.131 0.084
H 3.551 -0.982 -0.487 0.101
H 3.488 -0.073 1.088 0.089
H 2.716 -1.695 0.858 0.019
H 1.575 3.169 0.130 0.086
H 2.859 2.259 1.249 0.123
H 2.921 2.334 -0.532 0.049
H -4.530 -0.965 -0.597 -0.029
H -5.417 -0.133 0.453 0.005
H -4.596 0.662 -0.968 -0.031
H -3.183 -0.983 1.664 -0.176
H -0.416 2.311 -0.522 0.133
```

---

The following is a DFT calculation (the ωB97M-V functional and the def2-TZVPD basis) of 2 unconnected molecules or ions with the total composition C9H21NO6PS in a non-equilibrium geometry.

Output
- electronic energy (a.u.) = -1601.22861
- charge = -1
- energy relative to the best compared isomer or geometry (same formula, charge and spin) (kcal/mol) = 0.00
- frontier orbital gap (eV) = 7.992
- LUMO level (eV) = 2.73

The geometry in XYZ format:
```
39
Properties=species:S:1:pos:R:3:lowdin_charge:R:1
O 0.844 3.643 0.271 0.061
C -0.095 2.921 0.252 -0.537
N -0.970 2.105 0.228 0.006
P -2.399 2.551 1.392 0.502
O -3.430 1.279 0.810 -0.329
C -4.639 1.894 0.513 -0.340
C -4.378 3.324 -0.037 -0.700
S -5.215 4.707 0.901 0.665
O -3.010 3.519 0.069 -0.357
H -1.839 1.622 2.331 -0.006
H -1.658 3.683 1.905 -0.004
H -3.444 2.924 2.307 -0.014
H -5.225 1.274 -0.157 0.102
H -5.288 1.985 1.383 0.075
H -4.784 3.427 -1.034 0.080
H -4.203 5.001 1.725 -0.159
C 3.872 -4.551 -0.662 -0.126
O 3.442 -3.277 -1.073 -0.195
C 2.462 -3.321 -2.098 -0.204
C 1.441 -2.211 -1.956 -0.187
O 0.500 -2.400 -0.915 -0.122
C 0.933 -2.221 0.428 -0.179
C 1.229 -0.788 0.814 -0.194
O 2.482 -0.371 0.287 -0.205
C 2.517 1.016 0.006 -0.110
H 4.445 -5.050 -1.453 0.084
H 4.511 -4.419 0.210 0.086
H 3.022 -5.181 -0.373 0.086
H 1.942 -4.286 -2.094 0.122
H 2.978 -3.204 -3.061 0.124
H 0.846 -2.207 -2.873 0.126
H 1.922 -1.234 -1.884 0.122
H 1.775 -2.876 0.661 0.114
H 0.089 -2.553 1.037 0.126
H 1.280 -0.720 1.909 0.128
H 0.421 -0.140 0.460 0.112
H 1.683 1.308 -0.635 0.073
H 3.447 1.222 -0.524 0.086
H 2.493 1.604 0.928 0.088
```

---

The following is a DFT calculation (the ωB97M-V functional and the def2-TZVPD basis) of a molecular structure, C30H31N8OTa in a non-equilibrium geometry.

Output
- electronic energy (a.u.) = -1730.72755
- charge = +4
- frontier orbital gap (spin up / spin down) (eV) = 5.059 / 5.060
- LUMO level (spin up / spin down) (eV) = -13.38 / -13.37

The geometry in XYZ format:
```
71
Properties=species:S:1:pos:R:3:lowdin_charge:R:1
Ta -0.647 -0.161 -0.162 2.039
C 2.348 4.081 1.509 -0.024
C 1.624 3.744 0.375 -0.041
C 0.679 2.733 0.430 -0.053
C 0.457 2.038 1.628 -0.316
C 1.201 2.375 2.763 -0.034
C 2.131 3.398 2.699 -0.020
N -0.439 0.953 1.603 -0.110
C -1.279 0.703 2.653 -0.212
C -1.603 1.590 3.689 0.017
C -2.419 1.176 4.724 0.028
C -2.954 -0.127 4.778 -0.007
C -2.705 -1.010 3.766 0.044
C -1.880 -0.609 2.681 -0.201
N -1.584 -1.381 1.629 -0.038
N -1.862 -2.602 1.531 0.145
C -1.503 -3.253 0.397 -0.305
C -1.701 -4.641 0.336 0.072
C -1.343 -5.321 -0.812 0.036
C -0.789 -4.597 -1.864 0.014
C -0.621 -3.229 -1.736 -0.112
N -0.956 -2.550 -0.632 0.002
H 3.066 4.885 1.469 0.130
H 1.769 4.294 -0.543 0.126
H 0.030 2.549 -0.432 0.093
H 1.070 1.826 3.681 0.129
H 2.680 3.675 3.585 0.132
H -1.233 2.603 3.663 0.130
H -2.663 1.873 5.512 0.140
H -3.590 -0.409 5.606 0.137
H -3.141 -1.997 3.747 0.131
H -2.128 -5.138 1.194 0.144
H -1.503 -6.387 -0.892 0.146
H -0.513 -5.075 -2.791 0.136
H -0.229 -2.654 -2.562 0.092
O -2.195 0.639 -0.652 -0.206
C -2.918 1.388 -1.465 -0.268
C -4.002 2.149 -1.003 0.045
C -4.689 2.985 -1.863 0.002
C -4.337 3.050 -3.208 0.008
C -3.268 2.304 -3.682 0.021
C -2.536 1.463 -2.837 -0.067
C -1.392 0.718 -3.326 -0.229
N -0.439 0.111 -2.584 -0.019
C 0.465 -0.407 -3.479 -0.146
C 0.059 -0.130 -4.749 -0.008
N -1.096 0.571 -4.631 0.173
H -4.293 2.063 0.032 0.134
H -5.506 3.587 -1.493 0.138
H -4.897 3.676 -3.888 0.139
H -2.992 2.408 -4.721 0.126
H 1.345 -0.934 -3.169 0.098
H 0.504 -0.373 -5.694 0.148
H -1.645 0.909 -5.412 0.189
N 5.116 -1.545 0.519 0.074
C 4.635 -0.190 0.897 -0.078
C 3.123 -0.203 1.156 -0.164
N 2.356 -0.670 -0.020 -0.083
C 2.834 -2.030 -0.346 -0.182
C 4.342 -2.076 -0.632 -0.083
H 5.047 -2.187 1.323 0.206
H 6.118 -1.501 0.274 0.211
H 4.882 0.502 0.087 0.153
H 5.157 0.150 1.794 0.158
H 2.807 0.808 1.420 0.105
H 2.898 -0.861 1.999 0.142
H 2.617 -0.054 -0.799 0.116
H 2.302 -2.410 -1.221 0.111
H 2.600 -2.684 0.499 0.136
H 4.586 -1.475 -1.513 0.151
H 4.643 -3.106 -0.834 0.156
```

---

The following is a DFT calculation (the ωB97M-V functional and the def2-TZVPD basis) of a molecular structure, C14H27BrInO25S6 in a non-equilibrium geometry.

Output
- electronic energy (a.u.) = -7583.63815
- charge = -1
- frontier orbital gap (eV) = 7.409
- LUMO level (eV) = 1.86

The geometry in XYZ format:
```
74
Properties=species:S:1:pos:R:3:lowdin_charge:R:1
C 0.938 -1.156 -3.034 -0.117
C 1.911 -0.436 -2.419 -0.233
In 3.654 0.468 -1.301 0.242
O 2.955 1.188 0.534 -0.491
Br 4.783 2.457 -2.581 -0.151
H -0.052 -1.654 -3.392 0.022
H 4.840 -0.827 -0.954 -0.084
H 3.029 0.399 1.152 -0.054
C 1.892 0.108 -7.384 -0.176
C 2.988 -0.239 -8.384 -0.187
O 4.143 -0.504 -7.593 -0.198
S 3.676 -1.150 -6.173 0.644
O 3.797 -2.579 -6.268 -0.241
O 4.264 -0.386 -5.112 -0.237
O 2.099 -0.767 -6.276 -0.202
H 1.993 1.138 -7.029 0.136
H 0.893 -0.036 -7.800 0.133
H 3.181 0.573 -9.088 0.131
H 2.741 -1.150 -8.939 0.127
C -1.862 0.648 -1.190 -0.158
C -2.234 2.044 -0.712 -0.160
O -2.582 2.762 -1.897 -0.189
S -3.244 1.731 -2.965 0.663
O -4.677 1.831 -2.860 -0.258
O -2.544 1.856 -4.211 -0.225
O -2.780 0.350 -2.245 -0.197
H -0.850 0.629 -1.604 0.117
H -1.942 -0.096 -0.395 0.120
H -1.413 2.537 -0.189 0.145
H -3.115 2.017 -0.063 0.129
C -1.790 -3.414 1.303 -0.175
C -0.980 -3.882 2.506 -0.168
O 0.162 -3.030 2.541 -0.204
S -0.254 -1.562 1.974 0.656
O -0.539 -0.707 3.094 -0.251
O 0.662 -1.201 0.931 -0.209
O -1.670 -1.992 1.294 -0.210
H -1.366 -3.797 0.369 0.134
H -2.839 -3.708 1.372 0.132
H -0.678 -4.928 2.423 0.135
H -1.538 -3.738 3.437 0.134
C 3.559 -2.558 6.185 -0.173
C 3.188 -1.157 6.660 -0.152
O 2.842 -0.441 5.476 -0.324
S 2.178 -1.475 4.409 0.703
O 0.747 -1.374 4.511 -0.266
O 2.881 -1.352 3.163 -0.193
O 2.644 -2.857 5.134 -0.188
H 4.572 -2.577 5.771 0.133
H 3.479 -3.299 6.983 0.130
H 4.010 -0.663 7.183 0.139
H 2.307 -1.182 7.310 0.134
C 3.602 4.267 3.891 -0.168
C 5.022 3.882 4.287 -0.173
O 4.875 3.055 5.440 -0.199
S 3.479 2.224 5.319 0.708
O 3.775 0.915 4.804 -0.231
O 2.720 2.435 6.521 -0.225
O 2.813 3.102 4.124 -0.175
H 3.219 5.071 4.528 0.128
H 3.533 4.570 2.844 0.142
H 5.641 4.752 4.513 0.132
H 5.502 3.288 3.503 0.138
C -7.663 -0.540 -2.689 -0.167
C -7.503 0.854 -2.098 -0.180
O -8.833 1.358 -1.970 -0.192
S -9.840 0.120 -1.661 0.656
O -10.060 0.062 -0.241 -0.238
O -10.912 0.158 -2.615 -0.238
O -8.827 -1.085 -2.066 -0.198
H -7.844 -0.494 -3.767 0.134
H -6.795 -1.173 -2.494 0.138
H -6.903 1.507 -2.732 0.108
H -7.060 0.811 -1.099 0.137
```

---

The following is a DFT calculation (the ωB97M-V functional and the def2-TZVPD basis) of a single C9H9NO2 molecule in a non-equilibrium geometry.

Output
- electronic energy (a.u.) = -553.61595
- charge = 0
- energy relative to the best compared isomer or geometry (same formula, charge and spin) (kcal/mol) = 0.00
- frontier orbital gap (eV) = 9.409
- LUMO level (eV) = 0.75

The geometry in XYZ format:
```
21
Properties=species:S:1:pos:R:3:lowdin_charge:R:1
C -2.445 0.571 0.060 -0.321
C -2.352 -0.800 0.002 -0.023
C -1.102 -1.421 -0.068 -0.039
C 0.051 -0.653 -0.059 -0.179
C 1.428 -1.311 -0.306 -0.128
C 2.512 -0.502 0.405 -0.175
C 1.221 1.595 -0.043 -0.436
C -0.045 0.745 0.000 -0.069
C -1.294 1.358 0.062 0.067
H -4.296 0.636 0.080 0.088
H -3.250 -1.440 0.040 0.122
H -1.154 -2.502 -0.191 0.115
H 1.433 -2.405 -0.005 0.131
H 1.566 -1.239 -1.411 0.130
H 2.392 -0.558 1.478 0.115
H 3.492 -0.918 0.106 0.123
H 3.225 1.445 -0.053 0.141
H -1.352 2.430 0.118 0.129
N 2.383 0.891 -0.050 0.071
O -3.603 1.274 0.019 0.072
O 1.188 2.801 -0.185 0.065
```

---

The following is a DFT calculation (the ωB97M-V functional and the def2-TZVPD basis) of 14 unconnected molecules or ions with the total composition F8H20N4O26S8 in a non-equilibrium geometry.

Output
- electronic energy (a.u.) = -6171.52711
- charge = -4
- frontier orbital gap (eV) = 7.692
- LUMO level (eV) = 7.04

The geometry in XYZ format:
```
66
Properties=species:S:1:pos:R:3:lowdin_charge:R:1
N 0.773 1.047 0.587 -0.343
S 1.386 -0.154 1.399 0.536
O 2.324 -0.957 0.669 -0.243
O 0.464 -0.882 2.263 -0.291
F 2.243 0.665 2.518 -0.171
S -0.473 0.095 -0.155 0.602
O -1.777 0.124 0.440 -0.236
O -0.080 -1.076 -0.851 -0.213
F -0.536 1.080 -1.398 -0.143
N -1.811 -2.417 -4.859 -0.291
S -1.718 -1.144 -4.027 0.415
O -0.404 -0.717 -3.678 -0.265
O -2.803 -0.998 -3.067 -0.295
F -2.123 -0.096 -5.164 -0.201
S -1.172 -3.473 -3.738 0.575
O -1.699 -3.521 -2.402 -0.272
O 0.188 -3.909 -3.992 -0.298
F -2.029 -4.682 -4.453 -0.277
N 5.281 -2.463 4.092 -0.262
S 5.136 -0.866 3.753 0.524
O 4.565 -0.096 4.810 -0.266
O 5.081 -0.386 2.397 -0.291
F 6.714 -0.581 3.963 -0.243
S 4.280 -2.851 3.009 0.462
O 4.843 -2.977 1.670 -0.301
O 2.892 -2.428 3.220 -0.289
F 4.301 -4.430 3.373 -0.230
N -5.444 4.034 -2.370 -0.279
S -5.823 2.373 -2.507 0.567
O -5.598 1.572 -1.308 -0.281
O -5.765 1.800 -3.829 -0.285
F -7.381 2.582 -2.475 -0.223
S -3.951 3.794 -2.216 0.406
O -3.189 3.455 -3.388 -0.284
O -3.401 3.292 -0.974 -0.285
F -3.616 5.394 -1.975 -0.274
O 2.559 1.390 -1.545 -0.082
H 1.921 1.346 -0.815 -0.044
H 3.360 0.981 -1.187 -0.023
O 4.958 0.394 -0.396 -0.050
H 4.874 0.218 0.553 0.008
H 5.658 -0.193 -0.686 0.041
O -1.782 -0.371 3.663 -0.094
H -1.864 0.404 3.095 -0.014
H -1.040 -0.864 3.285 -0.025
O 3.340 -2.309 -2.155 -0.045
H 3.176 -2.061 -1.237 0.009
H 4.285 -2.470 -2.191 0.008
O -4.073 -2.107 -0.819 -0.075
H -3.343 -2.030 -0.199 0.020
H -3.647 -2.209 -1.679 -0.018
O -1.016 2.124 2.356 -0.061
H -1.289 3.003 2.081 0.048
H -0.248 1.914 1.791 -0.035
O 0.027 3.559 -0.662 -0.041
H 0.373 4.324 -0.196 0.018
H 0.212 2.809 -0.077 -0.033
O 2.134 3.351 1.775 -0.059
H 1.862 4.129 1.284 0.014
H 1.623 2.626 1.381 -0.031
O -4.469 0.695 1.030 -0.095
H -4.985 0.710 0.209 -0.019
H -3.590 0.341 0.811 -0.016
O 0.374 -3.662 3.880 -0.075
H 1.103 -3.061 4.071 -0.004
H -0.166 -3.184 3.245 0.020
```